Entry 1:
54
Properties=species:S:1:pos:R:3:forces:R:3:lowdin_charge:R:1 method="wB97M-V/def2-TZVPD" orbital_gap_ha="0.202 / 0.203" spin_multiplicity=2 s_squared=1.10 charge=-1 lumo_ev="1.902 / 1.880"
N -0.8512 1.9494 -0.5637 -0.3 0.1 -0.2 -0.0038
C -4.0793 -3.4663 1.3033 0.0 0.1 0.0 -0.2573
C -5.6101 -5.2845 0.8473 0.0 0.0 0.0 -0.1264
F -3.4368 6.1068 -1.0141 0.0 0.0 0.0 0.1397
C -2.5541 5.6056 -1.8968 -0.1 0.2 0.0 -0.5821
C -1.3207 -1.3365 1.5092 -0.5 -0.2 0.4 -0.9115
C 1.5343 0.3068 -0.9978 -0.2 -0.1 -0.1 -0.3770
C 0.1632 -4.8610 -2.2620 0.0 0.0 0.0 -0.1187
H -0.9491 -1.3472 -3.3556 0.0 0.0 0.0 0.0928
O 1.9479 1.5678 -1.4441 0.1 0.0 0.0 -0.2314
H 2.6731 -0.8929 -2.3827 0.0 0.0 0.0 0.0796
C -0.5540 -2.6183 -1.6785 0.1 0.1 -0.1 -0.3350
N -0.4316 -1.8626 0.5527 0.1 0.7 -0.3 -0.1834
C -0.3376 -3.3008 -3.9995 0.0 -0.1 0.0 -0.1216
N -2.9233 -2.8075 1.0012 -0.1 -0.1 0.1 0.0021
H 3.4464 2.9035 -1.6563 0.0 0.0 0.0 0.0789
F -1.5929 6.5396 -2.0515 0.0 -0.1 0.0 0.1412
C -1.7784 3.2601 -2.3284 -0.1 0.2 0.1 0.0283
C -0.1353 -3.9029 -1.3015 0.0 -0.1 0.0 -0.0606
H 2.0316 -1.7637 -0.9813 0.0 0.0 0.0 0.0548
H -0.0304 -4.1209 -0.2466 0.0 0.0 0.0 0.0939
H 3.9457 1.2246 -1.9508 0.0 0.0 0.0 0.0740
H -2.2759 -3.2077 0.3383 0.0 0.0 0.0 0.1039
H 3.6545 1.7826 -0.2868 0.0 0.0 0.0 0.0898
H -0.9790 1.2597 -2.4885 0.0 0.0 0.0 0.1165
H -5.8594 -6.1658 0.2673 0.0 0.0 0.0 0.0906
C -1.9799 4.2974 -1.4341 0.0 0.0 0.1 -0.1078
S -0.6043 0.0566 2.3155 0.2 0.3 0.2 0.5193
N -0.9281 -1.6490 -0.7782 -0.2 0.0 -0.2 -0.1385
H -6.7719 -3.3585 3.3628 0.0 0.0 0.0 0.0907
C -6.4683 -4.8463 1.8511 0.0 0.0 0.0 -0.1442
C -1.2008 2.1017 -1.8448 0.2 0.0 0.2 -0.0773
C 2.4821 -0.8241 -1.3029 0.0 0.1 0.0 -0.1294
H -2.0607 3.3556 -3.3658 0.0 -0.1 0.0 0.1228
H -3.7743 -4.9557 -0.2176 0.0 0.0 0.0 0.1032
H 3.4512 -0.7327 -0.7978 0.0 0.0 0.0 0.0630
H 0.4827 -5.8461 -1.9396 0.0 0.0 0.0 0.0912
H -0.4128 -3.0539 -5.0527 0.0 0.0 0.0 0.0895
F -3.1866 5.4998 -3.0764 0.0 0.0 0.0 0.1373
C -0.6402 -2.3425 -3.0555 0.0 0.1 0.0 -0.0540
C -1.6182 4.1499 -0.1021 -0.1 0.2 -0.2 0.0228
C 3.3226 1.8718 -1.3279 -0.1 0.0 0.0 -0.1329
H -4.6669 -2.1481 2.8835 0.0 0.0 0.0 0.0904
C 0.0662 -4.5810 -3.6166 0.0 0.1 0.0 -0.1389
H -0.7948 2.7607 1.3288 0.0 -0.1 0.0 0.0852
H -7.3873 -5.3785 2.0609 0.0 0.0 0.0 0.0808
C -4.9422 -3.0257 2.3176 0.0 0.0 0.0 -0.0430
H 0.3012 -5.3345 -4.3571 0.0 0.0 0.0 0.0812
C -4.4349 -4.6112 0.5707 0.0 0.0 0.0 -0.0467
H -1.7816 4.9514 0.6040 0.0 0.0 0.0 0.1256
C -6.1165 -3.7133 2.5754 0.0 0.0 0.0 -0.1212
V -0.0780 -0.0256 -0.0394 0.4 -0.7 0.5 0.6097
C -1.0622 2.9528 0.2986 0.0 -0.3 -0.2 -0.0830
N -2.5267 -1.7171 1.7454 0.2 -0.2 -0.2 0.0269

Entry 2:
15
Properties=species:S:1:pos:R:3:forces:R:3:lowdin_charge:R:1 method="wB97M-V/def2-TZVPD" orbital_gap_ha=0.356 lumo_ev=0.608
N 0.9803 0.1521 0.4822 1.9 -0.8 -1.9 -0.1386
H -2.1413 1.7050 0.0546 4.8 -0.2 -0.7 0.1774
C -0.5953 1.6221 -0.1151 -2.7 5.5 -0.8 -0.1858
N -0.2220 0.3136 -0.1807 -1.3 -2.0 1.6 -0.3570
H 2.7151 -0.9744 0.3852 -1.2 0.1 -1.6 0.0970
H -2.6699 -1.7046 0.0327 -0.3 1.6 -0.1 0.0465
H -0.7311 -1.5611 0.6701 0.3 0.6 -0.4 0.1228
H 0.7751 -0.1848 1.3983 0.4 -0.6 0.7 0.0900
H -0.2065 2.1232 -1.4178 -1.3 -0.6 4.5 0.1522
H 1.3883 -1.5799 -0.7790 0.0 -0.1 0.0 0.0509
C -1.1466 -0.6718 0.1523 -3.2 -1.1 -1.4 -0.2827
H 2.3939 -0.0528 -1.2297 -1.5 -1.4 2.0 0.1184
H 0.0252 2.2136 1.1116 -2.0 -1.4 -4.1 0.1670
C 1.8647 -0.6993 -0.3577 2.9 1.7 1.0 -0.1087
N -2.4298 -0.7008 -0.2070 3.4 -1.3 1.1 0.0505

Entry 3:
140
Properties=species:S:1:pos:R:3:forces:R:3:lowdin_charge:R:1 method="wB97M-V/def2-TZVPD" orbital_gap_ha=0.325 lumo_ev=0.199
H 1.7677 -1.8395 3.1676 -0.3 0.2 -0.2 0.0996
H 5.3327 -1.7067 2.6842 0.1 0.1 -0.2 0.0783
C 2.9874 2.5146 3.7486 -0.7 -0.3 -0.3 -0.2522
H 1.6382 -5.0243 -1.2325 0.1 0.2 0.0 0.0999
H -0.6251 3.6676 -5.1344 -0.1 -0.1 0.2 0.0721
C -2.4776 3.8597 -2.6654 -0.5 0.3 0.0 -0.1924
H 7.3381 0.0537 0.6764 0.4 0.5 0.0 0.1087
H -8.1402 0.7675 -0.6472 0.2 0.1 -0.1 0.1096
H -3.8965 -3.7377 -3.7276 -0.5 -0.3 0.1 0.0921
H -2.8960 0.7822 3.9570 -0.1 -0.2 0.3 0.0472
C -4.8605 -0.5361 -3.7074 0.5 -0.3 0.0 -0.1791
H -4.0354 0.0872 -6.1654 0.0 -0.2 -0.1 0.0576
C 2.5094 -4.3804 -1.4198 -0.5 -1.0 -0.9 -0.2496
N 3.8484 -7.6526 -1.8655 -0.3 2.1 -0.3 0.1262
H 4.5560 3.9787 -0.5059 0.4 0.0 0.1 0.0914
C 2.0174 -3.0525 -1.9369 -1.0 0.3 -0.6 -0.1028
H 5.3442 1.3951 1.9184 0.0 0.3 -0.1 0.0560
H -4.1399 -5.1361 -2.6237 -0.3 -0.1 0.1 0.1057
C -2.1418 -4.3262 -2.7981 -0.5 1.2 1.5 -0.1672
C 2.3420 -1.7472 4.0795 0.6 -1.0 -0.5 -0.2639
H -5.8064 -0.2677 -6.1911 0.4 0.4 -0.7 0.0863
N 3.8466 0.4088 -2.0617 -0.4 0.3 -0.2 0.1679
H 6.5837 2.2801 0.9716 -0.6 0.4 0.0 0.0854
C -1.5707 -4.5839 -1.4307 -0.5 -0.3 -2.4 -0.2363
H 4.2924 -2.7850 0.7326 0.2 0.0 -0.3 0.0691
H 6.6240 -0.8365 -1.5039 -0.1 0.1 0.0 0.1245
O -5.5901 0.2677 2.9901 0.4 -0.5 0.4 -0.5478
C -3.6983 -4.1552 -2.7338 1.0 2.0 0.2 -0.2076
H 3.8214 -0.5012 5.6039 0.4 -0.2 0.2 0.0989
C 3.5286 5.0962 0.9511 0.4 -0.4 -1.5 -0.2136
H 1.4085 -3.1422 -2.8656 0.8 -0.3 0.1 0.0900
H -5.1178 1.4246 -6.5239 -0.3 -0.4 0.0 0.0801
C 1.6452 3.0884 3.1665 1.0 0.2 0.5 -0.1772
H 1.1038 5.5076 -1.3739 0.4 -0.3 0.5 0.0924
H 4.3316 -4.7709 -2.7411 -0.2 0.8 0.1 0.1152
C 4.9406 0.3715 -1.7238 0.0 -0.6 0.3 -0.2334
C -4.1707 -3.1593 -1.6284 -0.2 -1.3 0.1 -0.1111
H 2.6978 -2.4296 1.3139 -0.7 -0.2 0.0 0.0453
H -2.9566 -1.9868 3.3957 -0.3 -0.2 -0.1 0.0639
C -1.9884 0.0263 -0.7939 0.0 -0.8 -0.9 -0.1986
C 4.3021 -2.0356 2.7487 -0.5 0.4 -0.5 -0.2321
C -6.8217 2.1600 -1.6710 1.2 -0.7 0.1 -0.1157
H 1.4537 -0.0652 5.0605 0.2 -0.1 0.3 0.0488
H 3.3166 3.5038 5.6178 0.0 -0.4 -0.3 0.0862
H -5.2543 -3.1131 -1.4963 0.1 -0.1 -0.4 0.0473
C -0.0189 -0.8998 0.2803 1.5 0.1 0.2 -0.2419
H -6.1833 1.1244 -4.2217 -0.3 -0.1 0.1 0.0983
H 1.1491 0.7393 -0.6853 0.1 -0.2 -0.2 0.0569
N -1.1114 -4.7659 -0.4026 0.4 0.0 1.0 0.1571
C 4.4598 -1.0386 4.8900 -0.8 0.0 1.6 -0.3060
C 6.2797 0.1549 -1.1882 0.0 -0.4 0.7 -0.1634
H -4.2640 1.0204 5.1235 0.7 -0.3 0.0 0.0713
H 1.4147 4.0293 3.6699 -0.2 0.0 -0.1 0.1146
C 0.5456 2.1411 3.3124 -0.3 -0.5 0.3 -0.2152
H 1.2441 -2.6386 -1.2979 0.4 0.1 0.5 0.0248
H -3.1733 -0.3997 5.3502 0.5 0.4 0.2 0.0565
H -3.8040 -2.1432 -1.7036 0.3 0.1 -0.4 0.0305
H -2.2497 3.0255 -5.4091 0.4 0.0 0.3 0.0741
C 5.7378 -0.2793 4.7389 1.2 0.3 -0.9 -0.0917
C -7.1706 0.7837 -1.1610 0.3 -1.2 0.3 -0.2279
H 5.5351 0.6979 4.2943 0.0 0.1 0.0 0.0532
H 4.3540 -3.0668 3.1113 -0.1 -0.2 0.4 0.1167
C -1.3156 2.8688 -4.8317 -0.4 0.8 -0.6 -0.0985
H 4.9517 1.8995 0.2541 -0.3 0.4 0.0 0.0364
H 2.3962 2.8772 -0.2316 -0.1 0.2 0.0 0.0856
H 3.0786 1.5566 3.2728 0.2 -0.9 0.1 0.0704
H -4.4840 1.4612 -4.0962 0.1 0.6 -0.1 0.0750
S -4.7488 -0.6761 3.8229 -3.4 0.0 -1.5 0.8067
H -2.7717 3.4787 -1.7081 0.0 -0.4 0.8 0.0939
C -3.7367 4.1150 -3.3452 -1.3 1.0 -1.2 -0.2407
H 2.1950 2.2338 5.7893 0.2 -0.6 -0.1 0.0740
C 1.5133 -1.1521 5.1749 0.3 0.8 0.2 -0.0850
H -4.9675 -0.5197 -2.6191 0.0 0.3 -0.1 0.0831
H -0.9048 1.9280 -5.2026 0.1 0.0 0.3 0.0706
C -5.2025 0.7377 -4.4527 0.7 0.1 -0.6 -0.2558
H -7.5243 2.5862 -2.3560 -0.8 0.4 0.0 0.0730
H -5.4548 -1.3727 -4.0648 -0.1 -0.2 -0.1 0.1259
H 1.8711 -1.4543 6.1685 -0.2 0.3 -0.2 0.0830
C -6.0897 0.2491 -0.1043 -0.4 0.5 -0.4 -0.1770
H 3.8118 5.4426 -1.1345 0.1 0.1 0.3 0.1245
H -4.3080 -2.4004 2.3693 -0.5 -0.5 -0.7 0.0313
H 4.6746 -2.0444 5.3160 -0.1 0.2 0.0 0.1324
N -0.2667 1.3343 3.4508 0.3 0.4 -0.1 0.1777
H -1.6825 -1.9916 -0.6959 0.9 0.5 -0.1 0.1027
H -3.8397 -3.5317 -0.6589 0.2 0.0 0.1 0.0655
H 2.5953 -2.7728 4.3563 -0.3 -0.6 0.2 0.1138
H -0.4302 -1.0680 1.2563 -0.6 0.1 0.5 0.0941
C 3.1273 2.4632 5.2639 -0.6 1.9 0.4 -0.0935
C 6.3201 0.2590 0.3624 0.0 0.3 -0.4 -0.2266
H -0.7193 2.6755 -2.7270 0.0 0.3 -0.3 0.0978
H 3.7416 -1.0762 0.8778 -0.1 -0.4 -0.1 0.0619
C -1.6228 2.8096 -3.3418 0.7 -1.6 0.2 -0.2710
C 0.7674 0.4524 0.2919 -0.4 -0.6 0.0 -0.0873
N -2.3730 -1.1551 -4.2866 0.0 0.2 0.1 0.1823
N -4.6877 4.4524 -3.9174 1.0 -0.7 0.7 0.1565
H 3.0209 -4.3596 -0.4767 0.5 0.4 0.4 0.0861
H -2.0435 4.8436 -2.4556 0.4 -0.2 -0.4 0.1242
H -6.1445 0.7312 0.8981 0.0 0.1 -0.8 0.1013
H 5.8170 -0.5712 0.8073 -0.8 -0.6 -0.1 0.0539
H -3.1711 -1.0132 2.0102 -0.6 0.3 -0.3 0.0554
H 2.7498 -5.1610 -3.4184 0.2 -0.1 0.1 0.1209
H 1.6171 0.3923 0.9795 -0.1 -0.1 -0.1 0.0588
C -1.0262 -1.0946 -0.8358 -0.7 0.4 0.6 -0.1696
C 3.6959 4.6260 -0.4197 -0.7 -0.1 -0.1 -0.1653
H -1.6058 -3.4261 -3.1829 -0.7 -0.5 0.2 0.0922
H 1.7931 3.3172 2.1026 -0.2 -0.1 0.3 0.0743
N -2.8726 0.7571 -0.7889 0.1 0.5 0.1 0.1921
C 3.7096 -2.0852 1.3161 0.6 1.0 1.1 -0.0720
H -2.0899 1.8198 -3.2051 -0.3 0.4 0.2 0.0738
C 2.4371 3.8136 -0.7946 -0.4 0.6 -0.5 -0.2454
H -7.2889 0.0769 -2.0221 0.3 0.3 0.8 0.1046
H 6.2820 -0.0901 5.6921 -0.4 -0.4 -0.6 0.0923
H 0.1436 1.2675 0.6439 -0.3 0.1 0.1 0.0492
H -2.0244 -5.1072 -3.5113 0.9 -0.9 -0.2 0.0976
C 1.1322 4.6317 -0.6934 0.9 0.3 0.2 -0.0827
C -3.4466 -0.8360 -4.0260 -0.3 -0.7 0.4 -0.2446
H -5.8961 2.1295 -2.2412 0.3 -0.1 0.0 0.0364
H 3.9866 1.9163 5.6356 -0.1 -0.5 -0.2 0.0545
H -6.5844 2.7551 -0.8123 -0.3 0.9 0.3 0.0748
C -3.6115 0.2780 4.6211 0.9 1.6 1.1 -0.3143
C 3.3322 -5.1319 -2.4878 0.2 -0.9 0.1 -0.1856
H -5.0379 0.3461 -0.4495 -0.7 0.1 0.1 0.0619
H 2.5806 3.5752 -1.8275 0.1 -0.6 -0.7 0.0955
H 2.8032 -2.3219 -2.1074 0.0 0.1 0.0 0.0627
C 5.7396 1.5836 0.9165 1.3 -1.2 0.1 -0.0650
H 0.5009 -1.4797 5.0349 -0.5 -0.4 0.1 0.0650
N -6.5777 -2.2683 0.4035 0.5 1.8 -0.3 0.1516
H 0.6892 -1.7166 0.1755 0.2 0.0 0.1 0.0639
C 3.6309 -6.5314 -2.1015 -0.1 -1.9 0.2 -0.2297
C -3.7476 -1.5790 2.7397 2.3 -0.5 0.7 -0.2796
H 6.4001 -0.8037 4.0091 -0.1 0.4 0.8 0.0718
N 3.2110 5.3181 2.0191 -0.1 0.7 1.5 0.1838
C -5.0266 0.4825 -5.9700 -0.7 0.4 1.0 -0.0777
H -0.4746 -1.1693 -1.7793 -0.5 0.2 -0.1 0.1148
C -6.3347 -1.1471 0.1957 -0.6 -2.2 0.2 -0.2565
H 1.0548 4.9446 0.3429 -0.4 0.4 0.1 0.0584
H 3.8228 3.0671 3.3647 0.2 0.7 -0.4 0.0766
H 6.9317 0.8655 -1.6550 0.5 0.5 -0.1 0.1086
N 3.6253 -1.1440 3.7275 0.4 -0.3 -1.5 -0.1672
H 0.2491 4.0791 -0.9426 -0.4 -0.7 -0.1 0.0421

Entry 4:
13
Properties=species:S:1:pos:R:3:forces:R:3:lowdin_charge:R:1 method="wB97M-V/def2-TZVPD" orbital_gap_ha=0.298 lumo_ev=-0.484
H -0.7251 -2.6554 -0.3393 0.1 0.3 -0.5 0.1226
H 0.6546 1.4569 -1.5877 0.9 0.5 -1.3 0.1118
N -0.0970 0.7519 2.5212 0.8 2.9 1.9 0.1048
C 0.2244 0.6865 1.2994 -1.8 -2.1 5.7 -0.6217
N 0.2723 1.1215 -0.7566 -1.5 -1.3 0.4 0.0900
N 0.6943 1.6779 0.5292 0.2 0.0 -1.7 0.1005
O -0.6767 -2.5671 -1.3174 0.9 1.3 0.5 0.1168
C -0.0845 -0.2651 -0.5684 1.9 1.5 3.6 -0.1333
O -0.1187 -0.9579 -2.7877 0.6 -0.3 -1.1 0.1518
N -0.0891 -0.5172 0.7473 0.2 -1.1 -6.1 0.1573
H 0.5619 2.6771 0.9215 -0.4 -2.2 -1.7 0.1995
C -0.2074 -1.3297 -1.6675 -2.0 0.7 1.1 -0.4375
H -0.4089 -0.0795 3.0059 0.1 -0.1 -0.8 0.0375

Entry 5:
28
Properties=species:S:1:pos:R:3:forces:R:3:lowdin_charge:R:1 method="wB97M-V/def2-TZVPD" orbital_gap_ha="0.236 / 0.271" spin_multiplicity=2 s_squared=0.78 charge=+1 lumo_ev="-5.950 / -5.147"
N -0.6753 -1.4173 0.1064 -1.1 -2.4 -0.2 0.0333
H 1.8277 -0.4410 -3.0033 0.0 0.0 0.1 0.0817
N -0.0115 0.2278 2.3028 -0.3 0.5 0.0 -0.0753
S -1.1874 2.5201 0.5488 -0.6 2.8 1.4 0.3891
H 1.3953 1.3142 3.2517 -0.1 0.0 0.2 0.1064
C 1.6287 0.5805 -2.6921 -0.4 0.1 0.1 -0.4086
O 1.5529 0.0740 -0.3625 0.9 0.1 -0.3 -0.1360
N 2.9418 1.7233 -1.0115 -0.1 -0.1 0.3 0.2793
N 1.3425 0.4844 2.6757 0.4 0.2 -0.2 0.0307
H -0.5685 1.0854 2.4958 0.1 -0.2 0.3 0.0781
C -2.2368 -3.8174 -1.8315 0.0 0.0 -0.2 -0.1818
O -1.6891 0.9892 0.3541 -3.9 1.4 -0.2 -0.3823
C -1.3762 -2.3404 -0.1655 0.1 -0.1 0.1 -0.0563
O 0.2333 2.2885 0.1464 0.0 -0.4 0.1 -0.3837
H 3.1719 1.9385 -0.0504 0.0 -0.1 0.0 0.1575
V -0.2133 0.2890 0.2518 4.3 -1.5 0.0 0.8186
H 3.3035 2.3300 -1.7293 0.0 -0.1 -0.1 0.1512
C -3.0055 -3.9626 0.5123 0.0 0.0 0.2 -0.1803
O -1.2805 2.6713 1.9816 -0.1 0.2 -0.4 -0.2513
H -0.4363 -0.5309 2.8270 0.0 -0.2 0.0 0.1423
O -1.9130 3.3679 -0.3098 -0.1 -0.1 -0.2 -0.1898
H 1.7458 -0.2992 3.1660 -0.1 -0.2 0.0 0.1025
H 2.0652 1.2853 -3.3908 0.0 0.0 0.0 0.0705
C -2.1828 -3.3577 -0.4828 0.0 0.0 0.0 -0.2098
N -2.2892 -4.1752 -2.9225 0.1 0.0 0.1 0.1915
N -3.6745 -4.4389 1.3162 0.1 0.0 0.0 0.1930
C 2.0544 0.7971 -1.2667 0.4 0.3 -0.9 -0.5725
I -0.5229 0.8141 -2.7180 0.5 -0.2 -0.2 1.2020

Entry 6:
21
Properties=species:S:1:pos:R:3:forces:R:3:lowdin_charge:R:1 method="wB97M-V/def2-TZVPD" smiles=NCN[C@@H](CN)CS orbital_gap_ha=0.344 lumo_ev=0.976
H -2.2389 0.2833 0.3237 0.5 -1.1 0.2 0.1210
C 0.2660 0.2210 -0.0487 1.3 -1.5 -0.4 -0.4061
H 2.2714 1.3893 1.6758 0.1 -0.1 0.5 0.0665
H -2.8885 -2.6459 0.2332 -0.1 1.2 0.1 0.0702
C 0.3282 0.7601 -1.5419 0.5 1.5 1.8 -0.4405
H 1.3864 -0.8744 1.5085 0.7 0.8 -2.0 0.1295
S 0.5696 2.6501 -1.5617 0.0 -0.8 0.0 0.6204
H -0.5921 -1.4649 -0.8479 -0.2 -0.2 -0.9 0.0883
H -0.6076 0.6097 -2.0971 0.3 0.0 0.3 0.0655
N -0.5370 -1.0183 0.0386 -1.3 0.5 0.4 -0.0726
H -3.8948 -1.3406 0.5454 0.3 -0.1 0.0 0.0524
C -1.8804 -0.7707 0.5827 -1.3 1.3 -0.4 -0.3050
H 2.1273 -0.9666 -0.2459 -0.2 0.9 1.2 0.1265
H 1.1766 0.3407 -2.0678 0.0 -0.3 -0.2 0.0528
H -1.7119 -0.7481 1.6609 -0.5 -0.3 0.3 0.0987
H 3.4441 0.7723 0.6290 0.4 0.2 0.4 0.0593
H 1.7390 2.7665 -0.8706 -0.5 -0.5 -0.3 -0.1682
C 1.6755 -0.2731 0.5350 -1.9 0.1 0.6 -0.2455
N 2.4744 0.9018 0.8307 0.4 -0.6 -1.4 -0.0183
N -3.0308 -1.6235 0.0939 1.9 -0.6 0.2 -0.0114
H -0.0766 1.0315 0.6244 -0.2 -0.6 -0.4 0.1164

E
In order: -2841.720643; -283.716736; -2747.764361; -486.153045; -2577.788901; -722.605179
Unit: a.u.